(1)
The molecule C25H34N4O4S, computed with ωB97M-V/def2-TZVPD.

Atoms and positions in Å:
C (-3.22291, 2.30712, 2.20289)
C (-2.23424, 3.45547, 2.03867)
C (-0.87139, 2.94553, 1.55577)
N (0.10620, 4.01670, 1.45855)
C (1.14050, 4.02033, 2.47948)
C (0.63561, 4.49283, 3.85194)
C (0.20115, 3.36695, 4.78396)
C (0.59484, 4.28376, 0.12826)
C (1.70276, 3.34204, -0.40322)
N (1.25527, 1.98048, -0.58054)
C (1.58762, 0.99213, 0.26432)
O (2.35413, 1.11136, 1.19844)
C (0.86503, -0.33147, -0.08110)
N (-0.55236, -0.23154, 0.23448)
S (-1.56986, 0.02069, -1.04379)
O (-1.03666, 1.01917, -1.94375)
O (-2.87622, 0.24204, -0.50588)
C (-1.44343, -1.56820, -1.83384)
C (-1.65981, -2.69832, -1.06956)
C (-1.49813, -3.94368, -1.64518)
C (-1.12213, -4.04732, -2.98346)
C (-0.92244, -2.89628, -3.75726)
C (-1.07997, -1.65593, -3.16399)
C (-0.57671, -3.07579, -5.20581)
C (0.31271, -4.30297, -5.38350)
C (-0.29771, -5.53312, -4.74717)
O (-0.19726, -6.65381, -5.18506)
N (-0.95491, -5.28999, -3.57085)
C (1.45389, -1.53576, 0.60419)
C (1.87096, -2.62775, -0.14534)
C (2.38383, -3.75146, 0.47759)
C (2.48617, -3.79208, 1.85771)
C (2.07073, -2.70703, 2.61023)
C (1.55101, -1.58529, 1.98850)
H (-4.20132, 2.68516, 2.48939)
H (-3.32694, 1.74938, 1.27398)
H (-2.88556, 1.62007, 2.97825)
H (-2.11698, 3.98454, 2.98448)
H (-2.61390, 4.16972, 1.30667)
H (-0.50885, 2.16603, 2.23952)
H (-1.02939, 2.48459, 0.57507)
H (1.62010, 3.03438, 2.58605)
H (1.90365, 4.72664, 2.14398)
H (-0.18614, 5.19278, 3.69596)
H (1.44586, 5.03865, 4.34043)
H (-0.05055, 3.76903, 5.76357)
H (-0.66956, 2.84283, 4.40212)
H (1.00981, 2.64908, 4.90779)
H (1.00161, 5.30081, 0.11516)
H (-0.25509, 4.25254, -0.55774)
H (2.54109, 3.31353, 0.29536)
H (2.05125, 3.72401, -1.36731)
H (0.52181, 1.81653, -1.26454)
H (0.91618, -0.47149, -1.16698)
H (-0.79184, 0.24076, 1.09074)
H (-1.94206, -2.58753, -0.03606)
H (-1.65551, -4.83945, -1.06383)
H (-0.92583, -0.74601, -3.72317)
H (-1.50266, -3.21373, -5.77400)
H (-0.07999, -2.18608, -5.59364)
H (1.27889, -4.13762, -4.89679)
H (0.49886, -4.51223, -6.43658)
H (-1.28021, -6.10332, -3.06333)
H (1.79176, -2.59698, -1.22362)
H (2.70611, -4.59535, -0.11487)
H (2.89060, -4.66716, 2.34457)
H (2.15201, -2.73427, 3.68668)
H (1.23652, -0.73863, 2.57698)

Summary:
SMILES	CCCN(CCC)CCNC(=O)[C@H](NS(=O)(=O)c1ccc2c(c1)CCC(=O)N2)c1ccccc1

Now the natural (NBO) charges, all in e: -0.624, -0.398, -0.219, -0.468, -0.221, -0.409, -0.607, -0.204, -0.253, -0.630, 0.673, -0.627, -0.189, -0.878, 2.332, -0.973, -0.926, -0.373, -0.143, -0.265, 0.262, -0.075, -0.159, -0.419, -0.499, 0.688, -0.577, -0.631, 0.059, -0.228, -0.204, -0.213, -0.205, -0.211, 0.212, 0.225, 0.192, 0.196, 0.201, 0.170, 0.191, 0.193, 0.195, 0.208, 0.200, 0.209, 0.196, 0.203, 0.197, 0.196, 0.228, 0.197, 0.430, 0.229, 0.428, 0.244, 0.222, 0.243, 0.223, 0.228, 0.231, 0.246, 0.414, 0.205, 0.211, 0.214, 0.215, 0.221

---

(2)
A structure of composition C25H34N4S6Sb2TeY, computed with ωB97M-V/def2-TZVPD.

Atoms and positions in Å:
Y (0.22343, -0.10407, 0.39961)
C (-3.98648, 0.22631, -0.21018)
Sb (-2.47825, 1.73280, -0.27874)
C (-3.02300, 2.57771, -2.15311)
C (-3.55512, 3.08502, 1.01525)
C (-2.74180, 4.29385, 1.32625)
C (-2.69712, 5.34513, 0.41395)
C (-1.88582, 6.44752, 0.62173)
C (-1.10153, 6.51485, 1.76258)
C (-1.15167, 5.48446, 2.68718)
C (-1.96404, 4.36777, 2.49084)
C (-1.99087, 3.29901, 3.53638)
Sb (-0.98446, 1.43838, 3.04162)
C (0.04178, 1.26980, 4.90279)
C (0.67708, 2.35484, 1.96928)
H (-4.92710, 0.68443, -0.51576)
H (-4.08521, -0.15180, 0.80635)
H (-3.75216, -0.59824, -0.87698)
H (-4.09964, 2.74662, -2.13870)
H (-2.76653, 1.87744, -2.94447)
H (-2.50640, 3.51955, -2.32568)
H (-3.85322, 2.53021, 1.90325)
H (-4.45952, 3.33840, 0.46098)
H (-3.32158, 5.30236, -0.47081)
H (-1.87386, 7.25421, -0.09811)
H (-0.46519, 7.37069, 1.94128)
H (-0.56485, 5.55443, 3.59557)
H (-3.00614, 3.04047, 3.83865)
H (-1.46051, 3.64661, 4.42271)
H (0.52651, 2.21985, 5.12312)
H (0.78268, 0.47805, 4.83500)
H (-0.66709, 1.03340, 5.69340)
H (0.85102, 3.33795, 2.40727)
H (0.48324, 2.55205, 0.90493)
H (1.59589, 1.77658, 2.10901)
C (2.07916, -5.04428, -1.34870)
C (0.85335, -4.66641, -0.61624)
N (-0.01638, -5.47299, -0.10269)
N (-0.96478, -4.67006, 0.44907)
C (-0.70970, -3.37256, 0.29926)
S (-1.64371, -2.05080, 0.79566)
N (0.46019, -3.36264, -0.39069)
N (1.10330, -2.18589, -0.75948)
H (2.12675, -6.12841, -1.40114)
H (2.97081, -4.68169, -0.83364)
H (2.07155, -4.63677, -2.36180)
H (-1.75867, -5.07359, 0.92048)
H (0.93332, -2.02984, -1.75490)
H (2.10504, -2.29864, -0.60546)
C (1.64634, -0.86910, -5.58810)
S (1.86483, -1.83893, -4.07726)
C (0.19340, -2.26392, -3.72772)
C (-0.67944, -1.53627, -2.99572)
S (-0.43943, 0.02197, -2.23288)
S (-2.28038, -2.21022, -2.83928)
C (-2.04603, -3.64710, -3.81172)
S (-3.20119, -4.76326, -4.04938)
S (-0.41348, -3.76432, -4.40650)
H (2.61840, -0.44150, -5.82290)
H (0.93113, -0.06918, -5.41372)
H (1.32264, -1.50578, -6.40725)
Te (1.47753, -1.56556, 2.60932)
C (3.27769, -0.45662, 2.75976)
C (3.99888, -0.46381, 3.95002)
C (5.17813, 0.25704, 4.06697)
C (5.66141, 0.99885, 2.99955)
C (4.95682, 1.01118, 1.80485)
C (3.78072, 0.28541, 1.69334)
H (3.63780, -1.03230, 4.79778)
H (5.72390, 0.23895, 5.00099)
H (6.58304, 1.55634, 3.09358)
H (5.32388, 1.57673, 0.95829)
H (3.26757, 0.29211, 0.72914)

Summary:
total charge	+1

Now the Löwdin charges, all in e: 0.602, -0.323, 1.230, -0.304, -0.320, -0.306, -0.054, -0.073, -0.075, -0.054, -0.294, -0.315, 1.245, -0.319, -0.355, 0.021, 0.002, -0.043, 0.019, -0.012, 0.008, 0.050, 0.074, 0.112, 0.108, 0.107, 0.114, 0.064, 0.059, 0.018, -0.045, 0.014, 0.030, -0.017, -0.023, 0.023, -0.306, 0.160, 0.068, -0.748, 0.584, -0.072, -0.016, 0.101, 0.097, 0.073, 0.173, -0.020, 0.110, -0.355, 0.808, -1.036, -1.118, 0.440, 0.887, -1.481, 0.609, 0.916, 0.041, 0.042, 0.045, 0.816, -0.665, -0.157, -0.076, -0.081, -0.087, -0.207, 0.093, 0.110, 0.107, 0.107, 0.067

---

Calculated orbital gap, 8.35, 6.90 eV (same order as the records).